{
  "formula": "C27H39Cl4N2O3PtS2Sb",
  "method": "ωB97M-V/def2-TZVPD",
  "e_above_lowest_kcal_mol": 0.0,
  "total_charge": 2,
  "gap_ev": 7.304,
  "lumo_ev": -6.02,
  "homo_energy_ev": -13.3,
  "symbols": ["Pt", "O", "C", "C", "C", "C", "C", "C", "N", "H", "H", "H", "H", "H", "H", "H", "Cl", "C", "C", "Cl", "C", "Cl", "C", "O", "C", "O", "C", "Cl", "C", "C", "C", "C", "Sb", "C", "C", "C", "C", "C", "C", "C", "C", "H", "H", "H", "H", "H", "H", "H", "H", "H", "H", "H", "H", "H", "H", "H", "H", "H", "H", "H", "H", "H", "H", "H", "H", "H", "H", "H", "S", "C", "N", "C", "C", "S", "H", "H", "H", "H", "H"],
  "xyz": [[0.7028, -0.8821, 1.2026], [0.4195, -0.4404, 3.9824], [-0.8626, -1.0244, 4.0891], [-0.9283, -2.3102, 3.3006], [-1.6523, -3.3744, 3.8219], [-1.7783, -4.5502, 3.1075], [-1.1591, -4.6478, 1.8685], [-0.4552, -3.5649, 1.4003], [-0.3499, -2.4111, 2.0898], [0.3858, 0.4581, 4.3302], [-1.6484, -0.3505, 3.7253], [-1.0886, -1.2691, 5.1294], [-2.1001, -3.2703, 4.8005], [-2.3360, -5.3824, 3.5150], [-1.2148, -5.5474, 1.2731], [0.0456, -3.5881, 0.4427], [2.5233, 5.0019, 2.9952], [1.5113, 3.7282, 2.4697], [0.2008, 3.6419, 2.9351], [-0.4084, 4.7868, 4.0526], [-0.6310, 2.6013, 2.4926], [-2.2432, 2.4291, 3.0623], [-0.1194, 1.6859, 1.6040], [-0.8605, 0.6260, 1.0684], [1.2035, 1.7350, 1.1602], [1.5545, 0.7578, 0.2983], [2.0198, 2.7694, 1.5783], [3.6143, 2.8709, 0.9657], [1.5067, 0.6581, -2.8971], [0.3701, -0.3078, -2.5874], [0.8959, -1.6573, -2.1272], [-0.5419, -0.4991, -3.7990], [-0.9239, 0.6725, -1.0471], [-2.9087, -0.2703, -0.9230], [-3.7735, 0.4562, 0.1056], [-2.6825, -1.7125, -0.4800], [-3.6129, -0.2378, -2.2796], [-1.0958, 2.8315, -1.4960], [-2.2233, 3.4367, -0.6639], [0.2052, 3.5920, -1.2661], [-1.4679, 2.8823, -2.9812], [2.1870, 0.1554, -3.5910], [2.0698, 0.9305, -2.0066], [1.1582, 1.5633, -3.3928], [1.5596, -2.0337, -2.9112], [0.0928, -2.3847, -1.9983], [1.4681, -1.5944, -1.2034], [0.1030, -0.7827, -4.6361], [-1.0826, 0.3970, -4.1051], [-1.2484, -1.3129, -3.6508], [-3.2771, 0.5904, 1.0627], [-4.6619, -0.1599, 0.2740], [-4.1228, 1.4210, -0.2529], [-2.2140, -1.7615, 0.5013], [-2.0838, -2.2820, -1.1947], [-3.6568, -2.2037, -0.4033], [-3.7509, 0.7747, -2.6615], [-4.6133, -0.6566, -2.1365], [-3.1216, -0.8408, -3.0380], [-2.1402, 3.2307, 0.3997], [-3.2036, 3.1151, -1.0100], [-2.1776, 4.5220, -0.7893], [0.4470, 3.6863, -0.2123], [0.0527, 4.6043, -1.6514], [1.0589, 3.1646, -1.7916], [-2.3956, 2.3554, -3.2112], [-0.6750, 2.5193, -3.6340], [-1.6294, 3.9339, -3.2345], [2.5146, -2.2213, 1.5830], [3.8687, -1.8839, 0.6072], [4.8900, -2.7169, 0.6441], [6.0266, -2.4495, -0.2379], [5.8944, -0.9894, -0.6624], [4.1468, -0.5190, -0.3992], [4.8342, -3.5684, 1.1859], [5.9827, -3.1252, -1.0934], [6.9556, -2.6257, 0.2999], [6.1428, -0.8482, -1.7104], [6.5088, -0.3266, -0.0574]],
  "forces_ev_per_a": [[0.22, 0.08, 0.20], [0.00, 0.01, -0.10], [0.01, -0.04, 0.04], [-0.07, 0.09, 0.02], [0.05, -0.02, -0.02], [0.02, 0.01, -0.02], [-0.04, -0.02, 0.03], [0.02, 0.03, -0.02], [0.19, 0.12, -0.03], [0.02, -0.03, 0.06], [0.04, 0.00, -0.05], [-0.05, 0.02, -0.01], [0.00, 0.00, 0.00], [-0.01, 0.00, 0.00], [0.00, 0.00, 0.01], [0.02, -0.01, 0.02], [-0.01, 0.01, 0.00], [0.12, -0.04, -0.07], [-0.13, -0.04, 0.02], [0.01, 0.00, 0.00], [0.07, 0.06, 0.02], [-0.05, 0.01, -0.01], [0.13, -0.03, -0.08], [0.28, -0.16, -0.18], [-0.13, 0.12, 0.12], [-0.14, -0.27, 0.07], [-0.09, 0.03, 0.10], [0.07, -0.01, -0.03], [0.02, 0.01, 0.02], [0.07, -0.02, 0.16], [-0.01, 0.02, 0.01], [0.02, 0.00, -0.01], [-0.43, 0.23, -0.13], [-0.03, 0.02, -0.09], [0.01, -0.05, 0.03], [0.01, -0.01, -0.03], [-0.04, 0.04, 0.00], [-0.01, -0.08, -0.02], [0.00, -0.01, -0.06], [0.02, -0.01, -0.02], [-0.01, 0.04, -0.03], [-0.01, 0.00, -0.01], [0.01, -0.02, -0.01], [0.01, -0.01, 0.01], [-0.02, -0.02, -0.02], [0.00, 0.01, 0.04], [0.02, 0.02, -0.08], [0.00, 0.01, -0.01], [0.01, -0.03, 0.02], [0.00, -0.01, 0.00], [0.02, 0.01, 0.04], [0.00, 0.00, -0.02], [0.02, 0.03, 0.01], [0.00, 0.00, 0.02], [0.02, 0.00, 0.02], [0.00, -0.01, -0.02], [0.01, -0.02, 0.01], [0.00, 0.00, 0.01], [0.00, 0.02, -0.01], [0.01, -0.01, 0.07], [-0.01, -0.02, 0.00], [-0.01, 0.00, -0.01], [-0.01, 0.03, 0.04], [0.01, -0.01, -0.04], [-0.02, -0.01, 0.05], [0.04, 0.00, 0.00], [-0.02, 0.02, 0.01], [-0.02, 0.00, 0.00], [-0.32, -0.11, -0.11], [0.13, 0.08, 0.02], [-0.01, 0.06, 0.07], [0.00, -0.04, -0.03], [-0.01, 0.02, -0.01], [-0.01, -0.04, -0.04], [0.01, 0.00, 0.00], [-0.02, 0.00, 0.01], [0.01, 0.00, -0.02], [0.01, 0.01, 0.00], [-0.02, 0.00, 0.02]],
  "lowdin_charge": [0.92, -0.07, -0.18, -0.21, 0.02, 0.00, -0.02, -0.16, -0.12, 0.10, 0.11, 0.13, 0.13, 0.13, 0.12, 0.10, 0.75, -0.69, -0.69, 0.74, -0.63, 0.79, -0.40, -0.40, -0.44, -0.37, -0.62, 0.76, -0.10, -0.61, -0.11, -0.09, 1.91, -0.63, -0.09, -0.10, -0.08, -0.60, -0.07, -0.06, -0.09, 0.11, 0.05, 0.07, 0.11, 0.07, 0.01, 0.11, 0.07, 0.07, 0.05, 0.11, 0.07, 0.05, 0.08, 0.11, 0.08, 0.11, 0.06, 0.05, 0.08, 0.11, 0.07, 0.11, 0.08, 0.07, 0.07, 0.11, 0.73, -0.99, -0.04, -0.17, -0.35, 1.01, 0.15, 0.13, 0.14, 0.09, 0.09]
}

---

{
  "formula": "C27H39CrN2O3P2S",
  "method": "ωB97M-V/def2-TZVPD",
  "e_above_lowest_kcal_mol": 9.1,
  "spin_multiplicity": 2,
  "total_charge": 2,
  "gap_ev": [7.691, 8.160],
  "lumo_ev": [-7.04, -6.55],
  "homo_energy_ev": [-14.7, -14.7],
  "s_squared": 0.765,
  "symbols": ["Cr", "O", "S", "O", "O", "C", "C", "C", "C", "C", "C", "P", "C", "C", "C", "C", "C", "C", "C", "C", "C", "C", "C", "C", "H", "H", "H", "H", "H", "H", "H", "H", "H", "H", "H", "H", "H", "H", "N", "C", "C", "C", "N", "H", "H", "H", "H", "H", "H", "H", "H", "H", "H", "C", "C", "P", "C", "C", "C", "C", "H", "H", "H", "H", "H", "H", "H", "H", "H", "H", "H", "H", "H", "H", "H"],
  "xyz": [[0.5159, 0.6023, -1.2941], [4.3195, 1.6110, -1.1236], [3.0373, 1.3400, -0.5970], [1.9684, 2.3511, -0.6914], [2.3577, 0.1455, -1.2770], [3.1273, 0.9491, 1.1261], [4.3735, 0.9721, 1.7205], [4.4798, 0.8437, 3.1032], [3.3376, 0.7299, 3.8732], [2.0893, 0.7023, 3.2634], [1.9688, 0.7906, 1.8781], [0.3071, 0.7251, 1.1530], [-0.6116, 2.1563, 1.7736], [-0.3182, 3.4219, 1.2522], [-0.9908, 4.5365, 1.7243], [-1.9596, 4.4026, 2.7092], [-2.2386, 3.1532, 3.2388], [-1.5679, 2.0313, 2.7783], [-0.5079, -0.7396, 1.8405], [0.1905, -1.7753, 2.4584], [-0.4813, -2.9031, 2.9097], [-1.8547, -3.0094, 2.7563], [-2.5583, -1.9823, 2.1443], [-1.8902, -0.8599, 1.6841], [5.2509, 1.1165, 1.1086], [5.4534, 0.8592, 3.5689], [3.4073, 0.6644, 4.9493], [1.2034, 0.6159, 3.8805], [0.4513, 3.5430, 0.5073], [-0.7495, 5.5127, 1.3286], [-2.4855, 5.2741, 3.0718], [-2.9758, 3.0464, 4.0204], [-1.7805, 1.0703, 3.2296], [1.2583, -1.7080, 2.6122], [0.0735, -3.6899, 3.3998], [-2.3762, -3.8803, 3.1233], [-3.6319, -2.0437, 2.0408], [-2.4772, -0.0526, 1.2569], [-1.6067, 0.5597, -1.4705], [-2.4299, 1.3821, -2.3974], [-1.9199, 2.8115, -2.4416], [-0.6843, 2.9116, -3.3290], [0.4159, 2.0466, -2.8076], [-1.8929, -0.4074, -1.6021], [-1.9153, 0.7797, -0.5236], [-3.4777, 1.3266, -2.0933], [-2.3586, 0.9287, -3.3897], [-1.7019, 3.1646, -1.4291], [-2.6958, 3.4664, -2.8387], [-0.3158, 3.9356, -3.3984], [-0.9291, 2.5846, -4.3405], [1.1088, 2.6544, -2.3646], [0.9188, 1.6461, -3.6022], [1.8280, -4.1480, -0.4146], [1.8308, -2.6268, -0.5380], [0.3831, -1.8717, -1.3878], [0.7237, -2.1946, -3.1569], [-0.3081, -1.6300, -4.1206], [-1.0109, -2.9654, -0.9045], [-2.4528, -2.6194, -1.2424], [2.7940, -4.4891, -0.0440], [1.6639, -4.6359, -1.3753], [1.0676, -4.4967, 0.2828], [2.6952, -2.2879, -1.1118], [1.9194, -2.1686, 0.4502], [0.8391, -3.2737, -3.3022], [1.7081, -1.7503, -3.3423], [-1.2602, -2.1557, -4.0638], [0.0465, -1.7137, -5.1459], [-0.4994, -0.5678, -3.9305], [-0.9133, -3.1145, 0.1739], [-0.7581, -3.9298, -1.3610], [-2.8452, -1.8033, -0.6280], [-3.0776, -3.4832, -1.0173], [-2.6048, -2.3876, -2.2941]],
  "forces_ev_per_a": [[0.13, 0.32, 0.20], [0.02, 0.16, 0.02], [0.12, -0.38, 0.31], [-0.36, 0.13, 0.00], [0.16, -0.37, 0.10], [0.27, 0.11, -0.29], [0.19, 0.00, 0.12], [-0.01, 0.02, -0.20], [-0.07, -0.02, -0.05], [-0.03, 0.00, -0.07], [-0.31, -0.05, 0.42], [-0.09, -0.04, -0.37], [0.06, 0.03, -0.14], [-0.11, -0.05, 0.06], [0.03, -0.02, -0.03], [0.01, 0.01, -0.01], [-0.04, 0.01, 0.03], [0.01, -0.05, 0.18], [0.02, 0.01, -0.01], [0.03, -0.02, 0.01], [0.05, 0.01, 0.02], [0.02, 0.01, -0.01], [-0.02, 0.06, 0.02], [-0.12, -0.04, 0.06], [0.08, 0.01, -0.03], [0.06, 0.01, 0.01], [0.01, 0.00, 0.04], [-0.04, -0.02, -0.02], [0.09, -0.01, -0.10], [0.00, 0.04, -0.02], [-0.02, 0.03, 0.02], [-0.05, 0.01, 0.05], [0.00, 0.08, -0.03], [0.04, 0.03, -0.01], [0.02, -0.05, 0.03], [-0.04, -0.06, 0.03], [-0.07, -0.03, -0.01], [0.04, -0.04, 0.02], [-0.21, -0.07, 0.32], [0.09, 0.14, -0.16], [0.06, 0.01, -0.23], [-0.30, -0.09, 0.13], [0.20, 0.07, -0.22], [0.06, 0.05, 0.08], [0.00, 0.04, -0.06], [0.09, 0.06, 0.03], [-0.03, 0.02, 0.04], [0.02, 0.02, 0.03], [0.02, 0.00, -0.03], [-0.07, -0.04, 0.03], [-0.03, 0.01, 0.05], [-0.05, -0.03, -0.06], [-0.02, -0.03, 0.03], [-0.09, -0.02, -0.06], [0.05, 0.13, -0.01], [0.15, -0.09, -0.06], [0.17, -0.19, 0.11], [-0.09, 0.11, -0.09], [0.21, -0.14, 0.03], [-0.19, 0.09, 0.08], [0.00, 0.05, 0.01], [-0.01, -0.03, -0.01], [-0.03, -0.02, -0.01], [-0.02, 0.00, 0.04], [-0.01, 0.03, -0.08], [0.00, 0.06, 0.02], [-0.05, -0.02, 0.00], [-0.01, 0.00, 0.01], [-0.01, -0.01, -0.04], [-0.02, 0.01, -0.02], [0.01, 0.05, -0.01], [0.00, 0.08, 0.03], [0.07, -0.10, -0.11], [-0.04, 0.00, -0.04], [-0.02, 0.02, -0.12]],
  "lowdin_spin": [1.02, 0.00, 0.00, 0.00, 0.01, 0.00, 0.00, 0.00, 0.00, 0.00, 0.00, -0.01, 0.00, 0.00, 0.00, 0.00, 0.00, 0.00, 0.00, 0.00, 0.00, 0.00, 0.00, 0.00, 0.00, 0.00, 0.00, 0.00, 0.00, 0.00, 0.00, 0.00, 0.00, 0.00, 0.00, 0.00, 0.00, 0.00, 0.01, 0.00, 0.00, 0.00, -0.01, 0.00, 0.01, 0.00, 0.00, 0.00, 0.00, 0.00, 0.00, 0.00, 0.00, 0.00, 0.00, -0.01, 0.00, 0.00, 0.00, 0.00, 0.00, 0.00, 0.00, 0.00, 0.00, 0.00, 0.00, 0.00, 0.00, 0.00, 0.00, 0.00, 0.00, 0.00, 0.00]
}

---

{
  "formula": "C27H39F2OSi",
  "method": "ωB97M-V/def2-TZVPD",
  "e_above_lowest_kcal_mol": 0.0,
  "total_charge": 1,
  "gap_ev": 6.790,
  "lumo_ev": -4.80,
  "homo_energy_ev": -11.6,
  "symbols": ["C", "C", "C", "Si", "C", "C", "C", "C", "C", "C", "O", "C", "C", "C", "H", "H", "H", "H", "H", "H", "H", "H", "H", "H", "H", "H", "H", "H", "H", "H", "H", "H", "H", "H", "H", "H", "H", "H", "H", "H", "C", "C", "C", "F", "C", "C", "C", "C", "C", "C", "F", "C", "C", "C", "C", "C", "C", "H", "H", "H", "H", "H", "H", "H", "H", "H", "H", "H", "H", "H"],
  "xyz": [[3.3199, 3.1922, 2.9576], [3.0143, 2.9088, 1.4831], [2.1411, 4.0133, 0.8856], [2.3591, 1.1754, 1.0952], [2.3667, 0.9600, -0.7840], [2.2346, -0.5232, -1.1219], [3.5644, 1.6109, -1.4832], [3.3720, -0.1115, 2.0235], [3.0460, -0.1084, 3.5208], [4.8699, 0.0430, 1.7579], [0.7581, 0.7966, 1.6730], [-0.4840, 0.7814, 1.2666], [-1.3291, 1.9571, 1.4926], [-1.1007, -0.4861, 0.7705], [3.5660, 4.2585, 3.0737], [2.4592, 2.9792, 3.6071], [4.1865, 2.6266, 3.3221], [3.9777, 2.9016, 0.9406], [2.6048, 4.9877, 1.1044], [2.0543, 3.9331, -0.2044], [1.1339, 4.0139, 1.3255], [1.4538, 1.4827, -1.1153], [2.3154, -0.6660, -2.2082], [3.0144, -1.1319, -0.6429], [1.2587, -0.9229, -0.8125], [3.4771, 1.4479, -2.5655], [3.6060, 2.6937, -1.3165], [4.5198, 1.1766, -1.1591], [3.0370, -1.0761, 1.6093], [3.5718, -0.9414, 4.0074], [3.3645, 0.8196, 4.0127], [1.9734, -0.2458, 3.7055], [5.4190, -0.7236, 2.3252], [5.1164, -0.0946, 0.6969], [5.2489, 1.0266, 2.0740], [-2.3677, 1.6163, 1.6280], [-1.0198, 2.5596, 2.3626], [-1.2956, 2.5953, 0.5936], [-2.0232, -0.6093, 1.3653], [-0.4060, -1.3028, 1.0455], [-0.9025, -6.0990, -2.4561], [-0.9684, -4.6858, -2.0061], [-1.8000, -4.3300, -0.9474], [-2.6051, -5.2926, -0.3859], [-1.9115, -3.0240, -0.4785], [-1.2621, -2.0033, -1.1769], [-1.4608, -0.5633, -0.6987], [-2.8873, -0.0581, -1.0113], [-3.9479, -0.9313, -1.3068], [-5.2463, -0.4342, -1.3560], [-6.2766, -1.3052, -1.6262], [-5.5556, 0.9030, -1.1531], [-6.9761, 1.3422, -1.1525], [-4.4761, 1.7830, -0.9999], [-3.1653, 1.3112, -1.0037], [-0.4155, -2.3291, -2.2415], [-0.2354, -3.6613, -2.6114], [-0.0534, -6.2163, -3.1346], [-0.7916, -6.7776, -1.6054], [-1.8023, -6.3951, -3.0074], [-2.5577, -2.7938, 0.3721], [-0.7825, 0.0891, -1.2677], [-3.7922, -1.9895, -1.4904], [-7.0323, 2.4095, -0.9243], [-7.4427, 1.1897, -2.1337], [-7.5801, 0.7947, -0.4163], [-4.6770, 2.8515, -0.8730], [-2.3397, 2.0273, -1.0228], [0.1042, -1.5260, -2.7796], [0.4610, -3.8999, -3.4168]],
  "forces_ev_per_a": [[0.07, 0.26, 0.15], [-0.42, -0.33, 0.09], [0.14, 0.30, -0.05], [2.30, 0.22, -0.07], [-0.58, -0.01, 0.60], [-0.09, -0.19, -0.22], [0.10, 0.10, -0.05], [-0.65, 0.11, -0.28], [0.12, -0.18, 0.25], [0.25, -0.10, 0.02], [-2.91, 0.09, -1.41], [1.68, -0.24, 1.22], [-0.46, 0.42, 0.43], [0.75, -0.30, 1.83], [-0.07, -0.26, 0.03], [0.21, 0.07, -0.09], [-0.30, 0.10, -0.07], [-0.25, -0.04, 0.07], [-0.28, -0.19, -0.10], [-0.10, -0.01, 0.17], [0.17, 0.07, -0.08], [0.06, -0.05, -0.21], [-0.03, -0.08, 0.21], [-0.14, 0.17, -0.18], [0.35, -0.01, -0.02], [0.07, 0.02, 0.20], [0.03, -0.24, -0.04], [-0.22, 0.09, -0.06], [0.14, 0.06, 0.13], [-0.13, 0.19, -0.02], [-0.10, -0.33, -0.12], [0.18, 0.03, 0.03], [-0.07, 0.24, -0.16], [-0.02, 0.06, 0.22], [-0.09, -0.28, -0.08], [0.36, 0.35, -0.22], [0.16, -0.29, -0.41], [0.04, -0.12, 0.29], [0.30, -0.02, -0.10], [-0.31, 0.39, -0.24], [0.26, -0.47, -0.31], [-0.12, 0.41, 0.29], [-0.61, 0.12, 0.27], [0.89, 0.76, -0.34], [-0.05, -0.38, -0.22], [0.43, -0.02, 0.22], [-0.50, -0.05, -2.17], [-0.26, -0.13, -0.30], [-0.19, 0.12, 0.35], [-0.02, -0.49, -0.29], [1.01, 0.77, 0.28], [0.31, -0.09, 0.06], [-0.55, 0.41, -0.01], [-0.12, -0.20, -0.15], [0.07, 0.10, 0.20], [-0.16, 0.28, 0.12], [-0.25, 0.17, -0.01], [-0.09, -0.15, 0.13], [-0.01, 0.04, -0.19], [0.07, 0.09, 0.17], [0.14, -0.26, -0.27], [0.03, -0.22, 0.02], [-0.08, 0.21, 0.14], [-0.07, -0.13, 0.00], [0.10, -0.04, 0.19], [0.21, 0.10, -0.20], [0.08, -0.37, -0.21], [-0.31, -0.22, 0.16], [-0.22, -0.44, 0.22], [-0.26, -0.01, 0.18]],
  "nbo_charge": [-0.61, -0.73, -0.61, 2.03, -0.72, -0.61, -0.60, -0.73, -0.61, -0.61, -0.75, 0.82, -0.76, -0.54, 0.22, 0.20, 0.22, 0.25, 0.23, 0.21, 0.19, 0.21, 0.22, 0.22, 0.20, 0.22, 0.22, 0.22, 0.23, 0.22, 0.21, 0.21, 0.23, 0.21, 0.21, 0.27, 0.28, 0.29, 0.27, 0.27, -0.64, -0.08, 0.47, -0.33, -0.32, -0.02, -0.24, -0.03, -0.29, 0.47, -0.33, -0.09, -0.63, -0.18, -0.24, -0.21, -0.18, 0.22, 0.24, 0.24, 0.23, 0.23, 0.25, 0.22, 0.24, 0.24, 0.22, 0.19, 0.22, 0.23]
}

---

no.,E (Ha)
1,-4383.66458
2,-3512.36679
3,-1616.48851